C18H19N2O7PSSe2Tc | ωB97M-V with the def2-TZVPD basis set

Each line ends with the Löwdin charge.
Element x y z (Å)
Tc  -0.872505  -0.451914  1.361800  0.755
Se  1.183096  -1.043800  0.654024  0.221
P  1.390565  2.471386  0.287678  0.809
Se  -0.593684  1.994128  1.277778  0.851
C  1.422278  1.970148  -1.458412  -0.461
C  0.435038  1.276120  -2.144125  -0.105
C  0.619150  0.960145  -3.485446  -0.062
C  1.779361  1.335095  -4.145030  -0.080
C  2.769673  2.027001  -3.458180  -0.080
C  2.594806  2.340028  -2.120222  -0.109
C  1.193062  4.272863  0.162218  -0.478
C  0.373419  4.883557  -0.791014  -0.087
C  0.265271  6.261421  -0.835725  -0.070
C  0.984870  7.044545  0.064271  -0.078
C  1.804643  6.449660  1.008596  -0.080
C  1.907676  5.062222  1.058365  -0.111
H  -0.466879  0.964335  -1.641293  0.058
H  -0.155247  0.417195  -4.011561  0.110
H  1.917563  1.088528  -5.189606  0.103
H  3.681655  2.318937  -3.962191  0.104
H  3.377997  2.878079  -1.596289  0.106
H  -0.179150  4.273893  -1.496658  0.111
H  -0.378440  6.727802  -1.569798  0.107
H  0.902371  8.123063  0.023287  0.104
H  2.363023  7.059878  1.705766  0.104
H  2.545034  4.598230  1.801969  0.098
O  -2.058323  2.191668  0.095097  -0.616
S  -2.867601  0.805949  0.010633  0.367
O  -4.023032  1.063698  -0.760757  -0.216
O  -1.882713  -0.186797  -0.547403  -0.474
O  -3.020497  0.362749  1.427568  -0.412
O  -1.458857  -0.455719  5.591748  0.085
C  -1.137425  -0.483347  4.457421  -0.479
N  -0.767775  -0.513456  3.327543  -0.094
O  -0.530835  -3.622953  2.812131  0.143
C  -1.298121  -3.517059  1.764103  -0.490
O  -1.663300  -2.462908  1.277131  -0.071
C  -1.711101  -4.820317  1.102944  -0.225
N  -1.072544  -5.927124  1.827296  -0.031
C  -0.091953  -6.594101  0.934090  -0.173
C  0.174214  -5.561534  -0.156801  -0.157
C  -1.184739  -4.888787  -0.333677  -0.112
H  -2.800609  -4.854123  1.144627  0.166
H  -1.746331  -6.571410  2.213723  0.125
H  -0.486211  -4.615545  2.950510  0.127
H  -0.517356  -7.505542  0.506893  0.115
H  0.805431  -6.867265  1.485746  0.112
H  0.540094  -6.021966  -1.072958  0.115
H  0.921922  -4.833458  0.169083  0.113
H  -1.845059  -5.518937  -0.930927  0.123
H  -1.141934  -3.904260  -0.795958  0.120

Forces on atoms 1 to 2 (eV/Å):
Tc 1.045 -0.531 -0.098
Se -0.842 0.248 0.119

Results
- 2S+1 = 2
- <S²> = 0.760
- Kohn-Sham gap (spin up / spin down) (eV) = 6.7 / 6.8
- E_HOMO (spin up / spin down) (eV) = -7.82 / -7.91

***

C18H19N3O2S | ωB97M-V with the def2-TZVPD basis set

Each line ends with the Löwdin charge.
Element x y z (Å)
C  -2.058701  -2.768891  -1.753253  -0.007
C  -2.195309  -1.867556  -0.685406  -0.210
C  -1.245708  -1.166388  0.049145  0.027
C  0.092234  -1.371680  -0.274835  -0.323
O  0.491918  -1.897130  -1.474992  -0.032
N  0.818643  -1.004612  0.802661  0.164
C  2.188417  -0.970507  0.810507  -0.177
C  3.022871  -1.457286  1.494213  -0.149
C  4.369985  -1.400430  1.478796  -0.148
C  5.086538  -0.777464  0.542571  -0.035
C  4.226990  0.122219  -0.379309  0.034
C  2.792238  -0.007781  -0.470186  -0.156
C  2.127721  0.482842  -1.488487  -0.051
H  1.674045  0.068154  -2.056079  -0.087
H  2.731971  1.350749  -2.035964  0.158
H  1.228604  1.180369  -0.763496  0.204
H  4.812678  0.321013  -1.128135  0.025
H  6.088203  -0.744035  0.583756  0.054
H  5.110493  -1.820978  2.267044  0.138
H  2.516474  -1.977087  2.523939  0.195
H  0.483782  -0.945157  1.608331  0.042
C  -1.928206  -0.234943  1.365700  -0.203
N  -3.260356  -0.200455  1.456307  0.052
C  -4.225576  -0.813422  0.753308  -0.803
S  -5.783991  -0.463500  0.533088  0.654
N  -3.603528  -1.646681  -0.416294  0.031
H  -4.367848  -2.293247  -0.999711  0.187
H  -3.577060  0.492347  2.056280  0.130
C  -1.388892  1.019875  1.029279  -0.209
C  -0.569969  1.913318  1.735656  0.055
C  -0.401231  3.197945  0.788323  0.069
C  -1.047388  2.778767  -0.477628  -0.467
O  -1.533453  1.612191  -0.285574  0.067
C  -1.170469  3.461473  -1.627292  -0.065
H  -0.661998  4.470387  -1.497374  0.114
H  -2.156504  3.980923  -1.788209  0.113
H  -0.697398  3.042377  -2.614241  0.141
H  0.105689  4.006707  1.363199  0.092
H  -0.276841  1.867223  2.686532  0.048
H  -1.488755  -0.524786  2.265013  0.137
H  -2.317847  -2.344170  -2.600877  0.069
H  -1.199643  -2.959512  -1.674410  -0.050
H  -2.812816  -3.711189  -1.701881  0.173

Forces on atoms 1 to 2 (eV/Å):
C -11.280 -2.469 1.522
C -4.122 3.299 3.732

Results
- Kohn-Sham gap (eV) = 8.0
- E_HOMO (eV) = -8.01

***

C18H19N3OS | ωB97M-V with the def2-TZVPD basis set

Each line ends with the Löwdin charge.
Element x y z (Å)
C  -0.748758  -0.938404  -2.802980  -0.072
H  0.098241  -1.151956  -2.157017  0.046
H  -0.522846  -1.301853  -3.801476  0.078
H  -1.612340  -1.479807  -2.424269  0.069
C  -1.019539  0.565389  -2.849200  -0.226
N  -1.246537  1.118053  -1.531828  -0.073
C  -0.349524  1.789810  -0.781442  -0.536
O  -0.621244  2.226160  0.320955  0.047
C  1.011067  2.145735  -1.370747  -0.337
H  0.873583  2.871162  -2.176221  0.090
H  1.576554  2.614579  -0.564785  0.090
S  2.092778  0.879420  -2.107503  1.007
C  2.327391  -0.224224  -0.766250  -0.525
N  1.457686  -0.179506  0.217163  0.141
C  1.611436  -0.975104  1.272816  -0.203
C  2.675025  -1.879275  1.358720  0.006
C  3.570751  -1.962632  0.311247  0.006
C  3.412169  -1.123605  -0.791474  -0.234
C  4.303136  -1.168252  -1.881029  -0.230
N  5.036056  -1.215759  -2.762218  0.178
H  4.391725  -2.664823  0.331623  0.126
H  2.772611  -2.523433  2.217438  0.113
C  0.589300  -0.875164  2.317981  -0.162
C  0.913198  -1.011850  3.665596  -0.032
C  -0.072462  -0.907657  4.629063  -0.080
C  -1.387256  -0.675288  4.259586  -0.082
C  -1.715962  -0.542013  2.920335  -0.067
C  -0.733727  -0.637937  1.954565  -0.020
H  -0.970857  -0.540621  0.908008  0.096
H  -2.740635  -0.359838  2.631566  0.104
H  -2.153726  -0.594592  5.016169  0.102
H  0.186335  -1.003940  5.673379  0.103
H  1.940241  -1.169492  3.961571  0.111
C  -2.588662  0.963430  -0.991309  -0.209
C  -3.520577  2.070979  -1.475104  -0.063
H  -3.603432  2.072354  -2.559953  0.066
H  -4.511888  1.928405  -1.053702  0.074
H  -3.140498  3.036647  -1.152190  0.079
H  -2.512075  1.014102  0.096414  0.103
H  -2.975135  -0.015739  -1.282666  0.117
H  -0.180667  1.071763  -3.325810  0.079
H  -1.910937  0.754775  -3.455022  0.118

Forces on atoms 1 to 2 (eV/Å):
C -0.047 0.237 -0.047
H 0.058 -0.021 0.032

Results
- Kohn-Sham gap (eV) = 8.5
- E_HOMO (eV) = -8.67

***

C18H19N5O2S | ωB97M-V with the def2-TZVPD basis set

Each line ends with the Löwdin charge.
Element x y z (Å)
C  5.102469  -0.417593  1.853336  -0.095
H  5.548387  -0.189033  2.820165  0.092
O  4.029913  0.480093  1.707249  -0.092
C  3.294619  0.433240  0.558423  -0.287
C  3.492140  -0.466544  -0.481661  -0.015
C  2.675310  -0.437389  -1.599953  -0.003
C  1.647453  0.490519  -1.693862  -0.225
C  1.454345  1.402940  -0.655057  -0.029
C  2.265732  1.371946  0.456034  -0.009
H  2.118192  2.066878  1.267025  0.121
H  0.650402  2.122310  -0.714121  0.103
N  0.757536  0.545727  -2.777657  0.123
C  0.516511  -0.416152  -3.700896  -0.549
O  1.178830  -1.416983  -3.870987  0.056
C  -0.747901  -0.148829  -4.510780  -0.341
H  -0.981893  0.907388  -4.624811  0.080
H  -0.687663  -0.649485  -5.475465  0.085
S  -2.156051  -0.947654  -3.656148  0.986
C  -2.185842  0.036490  -2.218430  -0.625
N  -1.843481  1.298608  -2.114873  -0.003
N  -1.907116  1.635167  -0.822654  0.084
C  -2.286982  0.590403  -0.135472  -0.273
N  -2.476434  -0.464968  -0.987120  -0.077
N  -2.973885  -1.723739  -0.693970  0.134
H  -2.671520  -2.379159  -1.412312  0.076
H  -2.652040  -2.014647  0.225021  0.094
C  -2.443965  0.504044  1.316214  -0.130
C  -3.485345  1.199486  1.921924  -0.017
C  -3.667334  1.130906  3.289258  -0.078
C  -2.804224  0.367766  4.058598  -0.075
C  -1.757813  -0.307765  3.459674  -0.042
C  -1.555082  -0.250409  2.085660  -0.219
C  -0.384495  -0.972323  1.482088  -0.029
H  -0.201216  -0.664529  0.455247  0.067
H  -0.536377  -2.053024  1.508807  0.086
H  0.516281  -0.756870  2.053593  0.086
H  -1.074572  -0.887251  4.063823  0.115
H  -2.940723  0.307389  5.127981  0.104
H  -4.478036  1.670898  3.753892  0.103
H  -4.145618  1.791167  1.306726  0.118
H  0.072977  1.296422  -2.706311  0.104
H  2.831252  -1.145396  -2.396405  0.103
H  4.279762  -1.201888  -0.440156  0.103
H  5.852586  -0.279987  1.068017  0.096
H  4.760909  -1.458173  1.850349  0.094

Forces on atoms 1 to 2 (eV/Å):
C 0.134 -0.123 0.018
H 0.008 -0.058 -0.075

Results
- Kohn-Sham gap (eV) = 8.5
- E_HOMO (eV) = -7.90

***

Computed values of largest force on an atom (unit: eV/A) for the preceding records, in sequence: 1.18; 19.50; 1.13; 1.10.
Computed values of energy relative to the best compared isomer or geometry (same formula, charge and spin) (unit: kcal/mol) for the preceding records, in sequence: 43.2; 404.6; 29.6; 18.0.